The following is a DFT calculation (ωB97M-V/def2-TZVPD) of C6H3FLuO8 as an isolated structure at a distorted geometry.

Results
net charge: +1
total energy: -58974.9602 eV
E_HOMO (alpha / beta): -11.14 / -11.41 eV

Geometry as XYZ:
```
19
Properties=species:S:1:pos:R:3:forces:R:3
C -1.0296 -1.0754 -2.1432 0.9 -5.6 -3.8
C -0.4416 0.0870 -1.7009 -1.8 4.5 0.7
O -1.1560 1.2677 -1.6918 5.0 -2.6 1.8
C -2.1255 1.4362 -2.6637 -5.2 0.6 -4.3
O -1.8226 0.9648 -3.7901 0.7 0.5 1.8
O -3.1659 1.9824 -2.3003 1.6 -0.4 0.6
O -0.9955 -2.1943 -1.4897 0.9 0.9 1.1
F -1.1495 -1.3824 -3.4695 -0.7 0.9 2.5
H 0.6479 0.0636 -1.6475 -0.3 0.2 0.6
O 0.7492 -1.9018 1.8101 -0.4 -1.0 -1.2
C 0.9965 -0.7586 2.1751 0.3 0.3 1.8
C 1.2760 0.4610 1.4115 -1.6 1.0 -3.2
O 1.3277 1.4595 2.4229 -0.3 0.4 -1.6
C 1.3405 0.9011 3.6212 2.1 1.2 2.0
O 1.7102 1.3780 4.6419 -1.2 -0.6 -1.2
O 1.0784 -0.4580 3.4759 -0.8 -1.7 -1.3
Lu 0.0813 -3.2735 0.0914 -0.7 1.6 -0.3
H 0.4791 0.6200 0.4419 1.5 -0.1 3.2
H 2.1994 0.4226 0.8048 0.1 -0.1 0.7
```
Positions in Å, forces in eV/Å.



The following is a DFT calculation (ωB97M-V/def2-TZVPD) of C6H6AgNaO2 as an isolated structure at a distorted geometry.

Results
energy above the lowest of the compared OMol25 structures with the same formula, charge and spin: 1.8189 eV
net charge: +2
total energy: -18807.9494 eV
E_HOMO: -15.18 eV

Geometry as XYZ:
```
16
Properties=species:S:1:pos:R:3:forces:R:3
C 1.0505 2.2253 0.3199 -0.8 0.3 0.5
C 1.3722 0.9227 0.3869 -0.7 -0.7 0.4
C 1.1266 -0.1363 -0.6185 0.6 1.1 -1.7
H 1.3721 2.9071 1.1100 -0.1 -0.2 -0.2
H 0.4960 2.6566 -0.5196 0.4 -0.1 0.1
H 1.8531 0.5387 1.2913 0.2 0.2 -0.4
H 1.9858 -0.7995 -0.7849 -0.5 -0.2 0.2
C 0.5694 0.2049 -1.8237 0.6 0.0 1.1
O 0.0464 0.4575 -2.8073 -0.1 -0.1 0.2
O -2.0013 -0.5530 0.7655 -0.6 -1.1 1.7
C -1.2797 -1.5386 0.6420 2.4 1.7 -4.1
C -0.1755 -2.0434 0.1396 -3.1 -1.7 2.2
Ag -1.3665 1.4821 2.0917 0.8 0.0 -0.4
Na -4.1514 -0.7147 -0.2444 -0.1 -0.1 -0.1
H -0.0763 -2.6345 -0.7695 0.3 0.3 0.1
H -0.8213 -2.9748 0.8211 0.5 0.6 0.3
```
Positions in Å, forces in eV/Å.



The following is a DFT calculation (ωB97M-V/def2-TZVPD) of one molecule with the formula C10H8O3 at a distorted geometry.

Results
energy above the lowest of the compared OMol25 structures with the same formula, charge and spin: 0.6975 eV
total energy: -16641.4569 eV
SMILES: CC(=O)c1cc2ccoc2cc1O
E_HOMO: -8.31 eV

Geometry as XYZ:
```
21
Properties=species:S:1:pos:R:3:forces:R:3
C -3.4840 0.1093 0.0657 0.1 -0.8 1.0
C -2.2439 -0.8159 -0.0345 -0.7 -1.5 0.1
O -2.4186 -2.0387 0.0533 0.3 1.9 -0.3
C -0.8269 -0.3067 -0.1253 0.9 -0.6 0.2
C 0.2400 -1.2348 -0.1360 0.5 0.5 0.0
C 1.5940 -0.8060 -0.0407 -1.7 0.0 -0.1
C 2.8676 -1.4778 -0.0705 0.8 2.2 0.5
C 3.7687 -0.4450 0.0015 0.4 -1.8 0.1
O 3.2099 0.8020 0.0350 -0.8 -0.3 0.4
C 1.8536 0.5731 0.0709 -0.4 -0.5 -0.9
C 0.8178 1.5112 0.0227 1.8 0.1 0.4
C -0.4698 1.0565 -0.0683 0.0 -0.5 0.0
O -1.4525 1.9569 -0.1190 -0.9 1.5 -0.1
H -3.4310 0.6983 0.9872 0.3 -0.1 0.0
H -3.6102 0.8512 -0.6962 0.2 0.1 -0.7
H -4.3907 -0.5134 0.1684 0.6 0.1 -0.3
H 0.0422 -2.2999 -0.2469 -0.2 0.3 0.2
H 3.1064 -2.5115 0.0389 0.0 -0.4 -0.3
H 4.8544 -0.5356 0.1202 -0.6 0.5 -0.2
H 1.0433 2.5750 0.1376 -0.2 -0.3 -0.2
H -1.0705 2.8518 -0.1640 -0.3 -0.5 0.1
```
Positions in Å, forces in eV/Å.



What is the total energy in the third record? -16641.4569 eV